No. 1
Computed, not measured: a structure of composition C18H18AsN3PdS4Sb in a non-equilibrium geometry, with wB97M-V/def2-TZVPD.

The geometry in ORCA input format:
```
! wB97M-V def2-TZVPD RIJCOSX def2/J DEFGRID3
* xyz -1 3
Pd 8.364 8.574 8.257
C 10.486 5.939 10.252
C 9.894 7.022 11.110
C 10.732 7.616 12.024
C 10.160 8.617 12.791
C 8.834 8.977 12.646
C 8.107 8.320 11.659
N 8.640 7.324 10.915
Sb 6.108 8.750 11.183
C 6.462 10.611 10.160
C 6.178 11.080 8.862
C 6.485 12.382 8.510
C 7.243 13.084 9.408
C 7.511 12.558 10.681
C 8.283 13.385 11.653
N 7.158 11.298 11.093
C 5.899 7.323 9.509
C 4.783 6.497 9.701
C 4.577 5.355 8.911
C 5.528 5.199 7.921
C 6.505 6.152 7.639
C 7.565 5.953 6.580
N 6.720 7.182 8.501
H 11.469 5.772 10.641
H 9.941 4.993 10.293
H 10.564 6.245 9.248
H 11.726 7.334 12.249
H 10.703 9.122 13.609
H 8.381 9.803 13.238
H 5.634 10.485 8.143
H 6.028 12.837 7.627
H 7.428 14.179 9.250
H 9.333 12.919 11.753
H 8.329 14.435 11.384
H 7.913 13.379 12.704
H 4.149 6.789 10.520
H 3.848 4.608 9.201
H 5.612 4.382 7.189
H 7.185 5.189 5.921
H 7.709 6.928 6.084
H 8.530 5.637 6.990
S 6.263 11.862 3.932
As 7.809 10.759 4.812
S 7.027 9.157 5.989
S 9.993 10.283 8.669
S 11.673 9.588 9.490
*
```

Values from the calculation:
- Kohn-Sham gap (alpha / beta) (eV) = 6.29 / 6.31
- LUMO (alpha / beta) (hartree) = 0.0912 / 0.0820

Mulliken population analysis, charges in e, atoms 1 to 2: atom 1 (Pd): 0.3144, atom 2 (C): -1.3086

No. 2
Computed, not measured: a structure of composition C18H18BClF4O4PPt in a non-equilibrium geometry, with wB97M-V/def2-TZVPD.

The geometry in ORCA input format:
```
! wB97M-V def2-TZVPD RIJCOSX def2/J DEFGRID3
* xyz 1 1
Pt -0.243 0.126 0.245
C 2.369 1.754 2.398
P 1.642 1.608 0.740
C 2.989 1.790 -0.456
C 0.470 3.000 0.554
C -0.032 3.687 1.666
C -0.912 4.738 1.494
C -1.348 5.085 0.220
C -0.860 4.404 -0.887
C 0.040 3.368 -0.730
H 1.651 1.486 3.168
H 2.711 2.779 2.527
H 3.213 1.072 2.464
H 3.476 2.750 -0.275
H 2.631 1.743 -1.484
H 3.681 0.964 -0.293
H 0.289 3.425 2.662
H -1.260 5.293 2.353
H -2.058 5.888 0.098
H -1.176 4.686 -1.879
H 0.432 2.865 -1.601
O 1.878 -2.678 2.308
Cl 1.369 -1.652 1.540
O 2.391 -0.849 0.964
O 0.563 -0.745 2.348
O 0.484 -2.125 0.518
C -4.378 -1.376 -2.973
C -3.123 -1.863 -2.619
C -2.446 -1.323 -1.534
C -2.993 -0.245 -0.807
C -2.275 0.405 0.224
C -2.873 1.421 0.969
C -4.168 1.837 0.674
C -4.865 1.256 -0.374
C -4.297 0.227 -1.143
C -4.964 -0.359 -2.241
H -4.898 -1.801 -3.816
H -2.675 -2.667 -3.181
H -1.494 -1.747 -1.225
H -2.340 1.874 1.796
H -4.633 2.609 1.269
H -5.870 1.584 -0.598
H -5.941 0.013 -2.511
F 1.379 1.133 -3.221
B 0.539 0.155 -2.819
F -0.594 0.812 -2.137
F 0.079 -0.672 -3.758
F 1.115 -0.538 -1.719
*
```

Values from the calculation:
- Kohn-Sham gap (alpha / beta) (eV) = 4.18 / 4.17
- LUMO (alpha / beta) (hartree) = -0.2701 / -0.2702

Mulliken population analysis, charges in e, atoms 1 to 2: atom 1 (Pt): 0.6732, atom 2 (C): -1.3916

No. 3
Computed, not measured: a structure of composition C18H18Br29ClF10O2S in a non-equilibrium geometry, with wB97M-V/def2-TZVPD.

The geometry in ORCA input format:
```
! wB97M-V def2-TZVPD RIJCOSX def2/J DEFGRID3
* xyz 0 1
C -1.343 4.866 -2.201
C -1.779 3.301 -2.138
Br -3.752 3.364 -1.694
C -1.066 2.487 -0.937
Br -2.514 1.398 -0.044
C 0.026 1.389 -1.471
F -0.754 0.319 -1.980
C 0.918 1.042 -0.198
C 2.127 0.049 -0.382
C 1.853 -1.403 -0.982
F 1.576 -1.271 -2.368
F 3.156 -2.035 -0.932
C 0.888 -2.347 -0.155
F -0.209 -1.676 0.478
F 1.662 -2.837 0.947
S 0.164 -3.848 -1.013
F -1.192 -3.760 0.001
F 0.858 -4.862 0.149
F 1.463 -4.086 -2.001
F -0.697 -2.963 -2.117
F -0.509 -5.225 -1.677
O 0.851 2.106 -2.412
C 0.887 1.608 -3.721
O -0.033 1.509 -4.535
Cl 2.563 1.148 -4.346
H -2.219 5.387 -2.739
H -0.355 5.032 -2.739
H -1.360 5.282 -1.127
H -1.727 2.804 -3.158
H -0.596 3.185 -0.165
H 0.202 0.741 0.656
H 1.352 2.055 0.152
H 2.926 0.543 -1.051
H 2.651 -0.093 0.637
C -1.863 -1.326 4.242
Br -0.130 -0.991 5.044
Br -2.986 0.254 4.270
Br -1.697 -2.057 2.455
H -2.357 -2.080 4.852
C 4.042 -1.082 6.353
Br 5.776 -0.745 7.152
Br 2.915 0.496 6.385
Br 4.202 -1.815 4.564
H 3.551 -1.837 6.964
C -1.257 4.082 5.026
Br 0.481 4.402 5.824
Br -2.369 5.671 5.058
Br -1.104 3.345 3.239
H -1.756 3.332 5.637
C 2.055 7.669 8.242
Br 1.144 6.448 9.442
Br 3.278 6.739 7.059
Br 0.806 8.778 7.257
H 2.654 8.335 8.860
C 0.945 -2.462 -6.553
Br 1.294 -2.108 -4.680
Br 1.362 -0.932 -7.671
Br 1.851 -4.066 -7.160
H -0.124 -2.644 -6.649
C -0.686 -8.258 -3.493
Br -2.363 -8.892 -4.229
Br 0.565 -9.709 -3.192
Br 0.091 -6.849 -4.576
H -0.910 -7.824 -2.520
C 1.198 -4.889 -10.944
Br 0.456 -6.679 -11.023
Br 3.074 -4.864 -11.441
Br 0.159 -3.631 -11.992
H 1.138 -4.565 -9.906
C -0.574 12.645 7.511
Br -1.202 14.436 7.114
Br 1.272 12.644 8.105
Br -1.736 11.736 8.770
H -0.609 12.081 6.581
C -5.318 -9.232 -0.820
Br -4.486 -10.770 -1.659
Br -4.247 -7.628 -1.027
Br -7.137 -8.969 -1.440
H -5.373 -9.442 0.247
*
```

Values from the calculation:
- Kohn-Sham gap (eV) = 7.63
- LUMO (hartree) = -0.0531

Mulliken population analysis, charges in e, atoms 1 to 2: atom 1 (C): -1.0111, atom 2 (C): -0.0856

Number 1: DFT total energy -137626.67562 eV. Number 2: DFT total energy -63739.62806 eV. Number 3: DFT total energy -2104808.83489 eV.